A structure of composition C48H34N4OsS2, computed with ωB97M-V/def2-TZVPD.

## Properties
2S+1: 5
E_HOMO (spin up / spin down): -6.17 / -6.59 eV

Each line ends with the Löwdin charge.
Element x y z (Å)
1 Os 0.370 0.343 0.005  1.267
2 S -0.359 -2.379 -0.833  0.684
3 S -2.665 -0.257 -0.069  0.715
4 N 1.988 -0.891 0.098  -0.127
5 N -0.049 -0.129 1.920  -0.081
6 N -0.799 2.000 0.129  -0.129
7 N 0.953 0.960 -1.836  -0.066
8 C -3.102 4.145 -4.738  -0.074
9 C 4.135 -0.687 -3.005  -0.229
10 C 0.968 1.942 -3.932  0.023
11 C 5.088 -1.866 -4.878  -0.076
12 C -1.289 3.670 -3.221  -0.224
13 C 2.959 -1.040 -0.859  -0.213
14 C 3.407 -2.590 0.704  0.028
15 C -4.814 2.176 4.351  -0.073
16 C -0.313 -1.343 3.858  0.028
17 C -2.218 3.156 4.379  -0.030
18 C 2.020 1.108 -3.878  0.025
19 C 0.798 -4.386 2.772  -0.015
20 C -1.946 -2.836 -0.450  -0.811
21 C -2.049 3.855 -0.399  0.025
22 C 2.702 -3.435 3.886  -0.038
23 C 2.017 -5.688 4.383  -0.090
24 C -4.334 -2.408 0.214  -0.143
25 C -1.611 1.687 2.430  -0.101
26 C 1.662 -3.310 2.971  -0.217
27 C -0.675 4.858 -3.603  -0.037
28 C -2.265 3.586 0.905  0.033
29 C 2.988 -0.396 -2.095  -0.070
30 C -0.677 2.758 -2.211  -0.067
31 C 2.018 0.498 -2.554  -0.192
32 C 3.877 -2.080 -0.453  0.027
33 C 0.389 -1.235 2.590  -0.204
34 C -1.135 2.849 -0.891  -0.202
35 C -4.443 3.130 5.288  -0.091
36 C 2.220 -1.838 1.053  -0.241
37 C -3.889 1.712 3.427  -0.021
38 C -1.270 5.683 -4.547  -0.080
39 C 2.877 -4.620 4.588  -0.081
40 C 4.024 -1.633 -4.020  -0.029
41 C -2.483 5.327 -5.117  -0.090
42 C -2.277 -4.306 -0.542  -0.146
43 C -2.509 3.320 -3.793  -0.018
44 C -1.502 2.396 1.231  -0.253
45 C -2.585 2.200 3.438  -0.228
46 C -1.123 -0.273 3.951  0.028
47 C 0.326 1.892 -2.628  -0.187
48 C -0.956 0.494 2.728  -0.223
49 C 0.975 -5.568 3.473  -0.071
50 C 6.393 -0.222 -3.713  -0.078
51 C -3.146 3.620 5.301  -0.080
52 C 5.329 0.012 -2.854  -0.027
53 C -2.940 -1.924 -0.109  -0.807
54 C 6.272 -1.159 -4.729  -0.090
55 C 1.422 -2.071 2.180  -0.086
56 H -2.944 5.971 -5.855  0.101
57 H 2.158 -6.612 4.929  0.101
58 H 3.371 -2.599 4.052  0.122
59 H -4.049 3.863 -5.181  0.104
60 H -4.323 -3.091 1.068  0.076
61 H 0.274 5.134 -3.157  0.123
62 H -0.152 -2.125 4.583  0.118
63 H -1.202 3.532 4.382  0.121
64 H 3.688 -4.707 5.300  0.102
65 H 0.299 -6.398 3.306  0.104
66 H 7.316 0.330 -3.589  0.103
67 H -2.856 4.366 6.030  0.102
68 H 0.658 2.566 -4.754  0.117
69 H 7.101 -1.336 -5.403  0.101
70 H 2.745 0.913 -4.651  0.117
71 H 5.415 0.744 -2.060  0.122
72 H -1.774 -0.003 4.767  0.118
73 H 3.098 -2.185 -4.128  0.127
74 H -4.977 -1.566 0.452  0.049
75 H 4.991 -2.602 -5.666  0.104
76 H -2.992 2.397 -3.494  0.126
77 H -5.828 1.797 4.337  0.104
78 H -2.825 -4.646 0.341  0.071
79 H -4.761 -2.945 -0.638  0.080
80 H -0.005 -4.285 2.050  0.117
81 H -1.369 -4.894 -0.646  0.051
82 H 4.745 -2.396 -1.009  0.119
83 H 3.811 -3.399 1.290  0.116
84 H -2.458 4.658 -0.990  0.119
85 H -0.785 6.607 -4.836  0.103
86 H -4.166 0.975 2.681  0.114
87 H -2.882 4.127 1.602  0.120
88 H -5.165 3.493 6.009  0.100
89 H -2.910 -4.493 -1.414  0.082

Cartesian forces, eV/Å:
Os -0.05 -0.03 -0.07
S -0.16 0.17 0.14
S 0.03 -0.24 -0.12
N 0.15 -0.19 0.20
N -0.36 -0.11 0.29
N 0.01 0.24 0.04
N 0.10 -0.28 -0.44
C -0.03 0.02 -0.03
C 0.06 -0.01 -0.02
C 0.40 -0.20 -0.29
C -0.02 -0.04 -0.03
C -0.08 0.02 -0.04
C -0.22 0.26 -0.37
C 0.26 -0.03 -0.21
C -0.02 0.01 0.01
C -0.33 0.21 0.35
C 0.00 -0.04 -0.03
C -0.23 0.36 -0.29
C 0.03 0.01 0.00
C 0.61 -0.19 -0.21
C -0.18 0.10 0.28
C -0.01 0.04 -0.01
C -0.02 -0.02 -0.02
C 0.10 -0.10 -0.07
C 0.03 0.10 -0.12
C -0.04 -0.10 -0.03
C 0.03 -0.02 0.04
C -0.05 0.25 -0.22
C -0.08 -0.10 0.15
C 0.29 -0.24 -0.16
C -0.14 -0.06 0.41
C 0.09 -0.30 0.31
C 0.48 -0.12 -0.35
C 0.18 -0.29 0.12
C -0.03 0.02 0.04
C -0.15 0.34 -0.06
C 0.00 0.00 -0.01
C 0.01 0.03 -0.02
C 0.06 0.00 0.05
C -0.03 0.02 0.05
C 0.00 0.02 -0.01
C -0.07 0.08 0.04
C -0.01 0.01 0.01
C 0.03 -0.39 0.17
C -0.03 0.02 0.02
C 0.16 -0.41 0.29
C -0.37 0.36 0.44
C 0.21 0.18 -0.47
C -0.01 -0.03 0.02
C 0.03 0.02 0.01
C 0.01 0.03 0.02
C -0.03 -0.03 -0.02
C -0.29 0.66 0.13
C 0.04 0.02 0.00
C -0.26 0.20 0.14
H 0.00 -0.01 0.01
H 0.00 0.01 0.01
H 0.00 0.00 -0.01
H 0.01 -0.01 0.01
H -0.03 -0.03 -0.03
H -0.01 0.00 0.00
H -0.02 0.01 -0.01
H -0.01 0.01 0.02
H 0.00 0.00 -0.01
H 0.01 0.00 0.01
H 0.00 -0.01 0.00
H 0.01 -0.01 0.00
H -0.02 0.00 0.03
H -0.01 -0.01 0.00
H 0.02 -0.02 0.02
H 0.01 0.01 -0.01
H 0.00 0.01 -0.02
H 0.00 0.01 -0.02
H -0.01 0.00 -0.01
H 0.00 0.00 0.01
H 0.02 0.00 0.01
H 0.01 -0.01 -0.01
H 0.00 -0.03 -0.03
H -0.04 -0.04 0.05
H 0.01 0.01 0.00
H 0.00 -0.01 -0.01
H -0.02 0.02 -0.01
H 0.01 -0.01 -0.03
H 0.00 -0.01 0.00
H 0.00 -0.01 0.00
H 0.00 0.00 0.00
H -0.03 -0.02 -0.02
H 0.00 0.00 -0.01
H -0.02 -0.05 0.03

***

A structure of composition C48H35GaN10OS, computed with ωB97M-V/def2-TZVPD.

## Properties
E_HOMO (spin up / spin down): -6.56 / -6.50 eV
Energy above the lowest of the compared OMol25 structures with the same formula, charge and spin: 0.134 eV

Each line ends with the Löwdin charge.
Element x y z (Å)
1 Ga 0.977 0.149 -0.623  0.230
2 S 1.573 -1.899 0.129  0.714
3 O -6.495 -3.648 -0.598  0.064
4 N -2.251 0.309 0.468  0.224
5 N -2.217 -2.934 0.273  0.089
6 N -0.859 -0.011 -1.473  0.139
7 N -0.231 -0.529 -3.744  0.232
8 N 2.535 1.338 -0.092  0.116
9 N 1.658 0.312 -2.506  0.124
10 N 3.899 1.093 -2.069  0.222
11 N -5.667 -5.751 -0.629  -0.054
12 N 0.016 0.986 0.938  0.115
13 N 1.876 1.929 2.149  0.218
14 C -3.281 -3.492 -0.295  -0.093
15 C -1.551 1.208 2.614  -0.102
16 C 1.592 -2.718 -1.454  -0.643
17 C -4.632 -6.727 -0.313  -0.202
18 C 2.747 1.845 1.155  -0.246
19 C 2.746 -3.298 -3.493  -0.089
20 C -3.097 -0.525 -1.660  -0.119
21 C -2.044 -0.030 -0.793  -0.254
22 C 1.964 -0.197 -4.731  -0.109
23 C 1.823 -0.605 -6.050  -0.005
24 C -4.368 -3.811 1.797  -0.007
25 C -8.082 -6.337 -0.419  -0.071
26 C 4.827 2.907 2.295  -0.008
27 C -4.574 -1.551 -3.737  -0.068
28 C 4.297 0.369 -5.053  -0.004
29 C -2.702 1.203 3.392  -0.007
30 C 2.959 0.593 -2.834  -0.259
31 C -2.214 -2.811 1.598  -0.131
32 C -0.344 1.689 3.105  -0.099
33 C 1.023 -0.165 -3.619  -0.251
34 C 0.463 -3.387 -1.918  -0.120
35 C 3.174 0.278 -4.241  -0.105
36 C 4.709 2.065 0.020  -0.100
37 C -0.234 2.189 4.396  -0.005
38 C -1.303 0.780 1.243  -0.255
39 C -6.866 -6.211 -1.326  -0.198
40 C -4.384 -3.943 0.419  -0.140
41 C 1.615 -3.958 -3.956  -0.095
42 C -5.604 -4.435 -0.309  -0.423
43 C 2.737 -2.686 -2.248  -0.128
44 C -3.233 -1.297 -3.956  -0.006
45 C 6.036 2.404 -0.225  -0.008
46 C 4.115 2.313 1.258  -0.099
47 C -1.097 -0.439 -2.749  -0.244
48 C -5.173 -1.300 -2.493  -0.071
49 C 6.743 2.990 0.806  -0.075
50 C -4.445 -0.779 -1.440  -0.013
51 C -2.594 1.694 4.681  -0.073
52 C 4.162 -0.039 -6.368  -0.072
53 C -5.031 -7.699 0.786  -0.071
54 C 0.478 -4.004 -3.162  -0.087
55 C 3.691 1.451 -0.807  -0.243
56 C -2.500 -0.782 -2.892  -0.103
57 C 6.145 3.239 2.052  -0.075
58 C 0.631 1.546 2.029  -0.249
59 C 2.941 -0.521 -6.861  -0.071
60 C -3.261 -3.238 2.401  -0.044
61 C -1.377 2.181 5.176  -0.072
62 H -7.081 -5.507 -2.130  0.120
63 H -4.214 -8.392 0.990  0.077
64 H -5.265 -7.165 1.709  0.077
65 H -3.637 0.829 2.997  0.115
66 H -0.426 -3.397 -1.300  0.072
67 H -4.396 -7.274 -1.231  0.122
68 H -6.622 -7.173 -1.781  0.118
69 H -3.728 -6.195 -0.028  0.111
70 H -1.333 -2.344 2.028  0.102
71 H -8.942 -6.685 -0.993  0.076
72 H -5.215 -4.138 2.389  0.124
73 H -3.270 -3.550 -1.380  0.130
74 H 2.878 -0.832 -7.896  0.102
75 H 0.710 2.564 4.766  0.114
76 H -5.905 -8.288 0.504  0.066
77 H -1.336 2.558 6.190  0.103
78 H 3.638 -3.250 -4.107  0.106
79 H 6.735 3.700 2.833  0.102
80 H -8.330 -5.369 0.014  0.071
81 H -6.218 -1.544 -2.350  0.102
82 H 6.488 2.209 -1.189  0.113
83 H 4.357 3.096 3.251  0.113
84 H 7.779 3.266 0.657  0.102
85 H 1.621 -4.429 -4.931  0.099
86 H -4.896 -0.597 -0.474  0.123
87 H -5.178 -1.966 -4.534  0.102
88 H 0.875 -0.976 -6.416  0.116
89 H -3.465 1.707 5.324  0.102
90 H -7.904 -7.047 0.390  0.063
91 H -3.209 -3.112 3.474  0.105
92 H 3.618 -2.168 -1.886  0.105
93 H -2.760 -1.498 -4.908  0.113
94 H -0.410 -4.512 -3.517  0.100
95 H 5.014 0.010 -7.035  0.102
96 H 5.235 0.741 -4.663  0.114

Cartesian forces, eV/Å:
Ga -0.07 0.00 0.04
S -0.02 0.02 0.04
O -0.02 -0.01 0.03
N -0.03 0.04 -0.08
N -0.01 -0.10 0.02
N -0.04 0.03 -0.12
N 0.01 0.03 0.00
N -0.02 0.00 -0.10
N 0.02 0.05 0.07
N -0.05 -0.01 0.07
N -0.02 0.04 0.02
N 0.02 0.04 0.05
N 0.10 0.03 0.00
C 0.00 0.08 0.04
C -0.04 -0.02 -0.01
C 0.01 -0.03 -0.11
C 0.01 0.02 -0.06
C 0.02 -0.01 0.00
C 0.01 0.00 0.02
C -0.02 0.11 -0.05
C 0.08 -0.17 0.20
C -0.02 -0.03 -0.01
C 0.00 0.03 0.03
C -0.07 -0.01 0.06
C -0.05 -0.01 0.00
C -0.03 -0.01 -0.02
C 0.00 -0.04 0.00
C -0.02 -0.01 0.02
C 0.00 0.01 0.00
C 0.04 0.09 -0.01
C 0.05 0.00 -0.05
C 0.06 0.00 -0.02
C 0.03 0.01 -0.04
C -0.03 0.01 0.04
C 0.03 -0.03 0.01
C 0.03 0.00 0.01
C -0.03 -0.01 0.00
C 0.02 0.02 0.00
C 0.03 -0.04 -0.01
C 0.02 0.03 -0.10
C 0.00 0.02 0.01
C 0.04 -0.03 -0.02
C 0.03 -0.04 0.00
C 0.04 0.00 0.01
C -0.01 -0.01 0.00
C 0.04 0.01 -0.02
C 0.03 -0.03 0.04
C -0.04 0.00 -0.01
C 0.01 0.01 0.00
C 0.01 0.08 0.02
C -0.03 -0.01 0.00
C 0.02 -0.01 -0.02
C -0.01 -0.03 0.05
C -0.01 0.00 -0.04
C -0.03 -0.03 -0.09
C 0.02 -0.03 0.01
C 0.02 0.01 0.02
C -0.18 -0.06 0.04
C 0.00 -0.01 -0.02
C 0.05 0.04 0.03
C 0.04 0.01 0.01
H 0.00 0.01 0.01
H 0.00 0.01 -0.01
H 0.01 0.01 -0.01
H 0.01 0.00 0.00
H -0.01 0.00 0.02
H -0.01 -0.01 0.01
H 0.00 0.00 0.01
H -0.01 0.01 0.02
H 0.01 -0.03 0.00
H 0.01 0.00 0.01
H 0.00 0.00 -0.01
H 0.00 -0.06 -0.02
H 0.00 0.00 0.01
H 0.00 0.00 0.00
H 0.00 0.00 -0.01
H 0.00 0.00 0.00
H 0.00 0.00 0.00
H -0.01 0.00 0.00
H 0.01 0.00 -0.01
H 0.01 0.00 0.02
H 0.00 0.00 0.00
H 0.00 0.00 0.00
H -0.01 0.00 0.00
H 0.00 0.00 0.01
H -0.01 -0.01 0.00
H 0.00 0.01 -0.01
H 0.01 0.00 0.00
H 0.00 0.00 0.00
H 0.01 0.00 0.00
H -0.01 0.00 -0.01
H 0.00 -0.01 -0.01
H 0.00 0.01 0.00
H 0.01 0.01 0.01
H -0.01 0.00 0.00
H 0.00 0.00 0.00

***

A structure of composition C48H35GeI4N4Y at a distorted geometry, computed with ωB97M-V/def2-TZVPD.

## Properties
E_HOMO: -6.36 eV
Energy above the lowest of the compared OMol25 structures with the same formula, charge and spin: 0.593 eV

Each line ends with the Löwdin charge.
Element x y z (Å)
1 I -2.241 4.708 -8.599  0.823
2 I 9.434 -1.020 -4.183  0.816
3 I -7.227 3.778 4.318  0.825
4 I 2.762 -4.989 7.766  0.824
5 Y 0.417 0.095 -0.331  1.618
6 Ge -3.221 -2.131 1.091  0.891
7 N 1.465 0.701 -2.094  -0.067
8 N 2.247 -0.745 0.374  -0.068
9 N -0.221 0.033 1.675  -0.067
10 N -0.961 1.667 -0.790  -0.066
11 C 3.665 -2.123 1.525  0.019
12 C 5.227 -1.620 -3.230  -0.032
13 C 2.428 -1.576 5.076  -0.025
14 C -3.200 -3.172 -0.617  -0.217
15 C 4.955 -0.681 -2.244  -0.232
16 C -2.887 2.834 -0.693  -0.015
17 C 7.258 0.041 -2.329  -0.145
18 C -0.719 4.239 -4.542  -0.027
19 C 1.927 -4.297 4.920  -0.146
20 C -5.672 2.833 3.234  -0.709
21 C -2.842 -0.332 0.285  -0.211
22 C -4.973 -2.235 2.031  -0.209
23 C 2.426 -1.399 1.587  -0.243
24 C -0.207 2.250 -3.073  -0.063
25 C -0.653 2.864 -4.347  -0.206
26 C 0.423 -0.486 2.787  -0.258
27 C 3.591 -0.485 -1.687  -0.110
28 C 1.929 -2.108 3.892  -0.201
29 C 1.689 -3.481 3.830  -0.027
30 C 4.235 -1.860 0.321  0.009
31 C -1.533 0.398 3.466  -0.032
32 C -0.390 -0.255 3.912  -0.018
33 C 2.710 0.279 -2.472  -0.224
34 C 1.608 -1.271 2.706  -0.072
35 C 0.957 1.484 -3.120  -0.248
36 C -1.410 0.546 2.081  -0.253
37 C 3.350 -0.988 -0.399  -0.228
38 C 7.500 -0.891 -3.321  -0.710
39 C 2.987 0.768 -3.794  0.010
40 C -3.641 1.582 1.815  -0.187
41 C -3.365 2.637 2.682  -0.037
42 C -2.067 1.903 -0.042  -0.240
43 C -1.766 -2.896 2.211  -0.198
44 C -1.501 2.541 -6.587  -0.146
45 C 1.907 1.487 -4.197  0.016
46 C -1.551 3.912 -6.759  -0.707
47 C -5.979 1.818 2.350  -0.142
48 C 2.679 -2.386 6.170  -0.144
49 C -2.479 0.948 1.077  -0.334
50 C -2.274 3.147 -1.898  -0.001
51 C -1.077 2.403 -1.960  -0.235
52 C 5.988 0.136 -1.792  -0.019
53 C -1.157 4.765 -5.744  -0.143
54 C -4.366 3.257 3.402  -0.135
55 C 2.417 -3.742 6.087  -0.710
56 C -4.963 1.195 1.644  -0.030
57 C -1.048 2.026 -5.388  -0.025
58 C 6.496 -1.731 -3.770  -0.148
59 H -3.828 3.207 -0.333  0.108
60 H 3.070 -1.961 7.082  0.094
61 H -5.114 -3.238 2.424  0.014
62 H 5.787 0.864 -1.021  0.126
63 H -0.162 -0.537 4.923  0.108
64 H 6.699 -2.464 -4.537  0.092
65 H -4.130 4.057 4.088  0.096
66 H -2.370 0.699 4.069  0.108
67 H 5.161 -2.244 -0.063  0.113
68 H -3.653 -0.102 -0.408  0.090
69 H -2.193 -3.153 -1.038  0.009
70 H -1.192 5.835 -5.886  0.094
71 H 4.057 -2.743 2.309  0.116
72 H -3.879 -2.745 -1.350  0.015
73 H -2.648 3.797 -2.666  0.104
74 H 4.438 -2.268 -3.583  0.123
75 H -2.344 2.968 2.800  0.131
76 H -7.005 1.513 2.216  0.094
77 H -0.410 4.909 -3.754  0.126
78 H 3.889 0.581 -4.345  0.110
79 H -1.964 -0.569 -0.361  0.036
80 H 1.307 -3.919 2.921  0.119
81 H -1.814 1.877 -7.379  0.094
82 H -5.223 0.413 0.949  0.099
83 H -3.480 -4.210 -0.473  0.013
84 H -1.953 -3.960 2.333  0.023
85 H -5.000 -1.534 2.859  0.012
86 H -1.011 0.955 -5.252  0.124
87 H 8.047 0.692 -1.983  0.094
88 H 1.723 -5.355 4.856  0.094
89 H -1.713 -2.437 3.193  0.016
90 H -0.801 -2.779 1.720  0.007
91 H -5.796 -2.012 1.357  0.014
92 H 2.641 -0.520 5.149  0.126
93 H 1.778 2.005 -5.130  0.117

Cartesian forces, eV/Å:
I 0.18 -0.19 0.46
I -0.46 0.01 0.22
I 0.35 -0.21 -0.23
I -0.07 0.31 -0.39
Y -1.30 -1.96 -1.35
Ge -0.03 -0.24 -0.10
N 1.44 0.49 -1.05
N 1.64 -0.20 0.15
N -0.34 -0.11 2.34
N -0.91 1.56 -0.49
C 0.24 0.02 -0.35
C 0.00 0.06 0.10
C 0.01 0.05 -0.14
C -0.09 0.24 0.48
C 0.06 -0.04 0.03
C 0.08 -0.17 0.49
C 0.21 0.03 0.00
C 0.08 -0.10 0.10
C 0.01 -0.18 0.08
C -0.49 0.25 0.24
C 0.04 -0.55 0.39
C 0.62 0.03 -0.32
C -0.54 -0.01 1.22
C 0.94 -0.57 -0.17
C -0.03 0.05 -0.23
C -0.82 0.38 0.58
C -0.02 -0.18 0.14
C 0.04 -0.15 0.08
C 0.01 0.18 -0.02
C 0.02 -0.29 0.49
C -0.28 0.19 -0.41
C 0.72 -0.22 -0.43
C -0.18 0.08 0.22
C 0.92 -0.23 -0.91
C -0.88 0.79 -0.38
C -0.10 0.10 0.67
C -0.23 0.28 -0.26
C 0.53 -0.05 -0.26
C -0.21 0.17 -0.27
C -0.11 -0.04 0.07
C -0.02 -0.01 -0.09
C -0.15 0.45 -0.20
C -0.47 0.24 -0.34
C -0.06 0.00 -0.21
C 0.19 -0.17 0.12
C -0.18 0.23 -0.47
C -0.22 0.09 0.12
C 0.00 -0.08 0.16
C 0.17 -0.02 -0.24
C 0.59 -0.34 -0.25
C -0.70 0.31 0.37
C -0.07 -0.09 -0.09
C -0.08 0.12 -0.13
C 0.00 0.07 0.05
C 0.10 -0.29 0.46
C 0.27 0.00 -0.04
C 0.04 0.08 0.16
C 0.16 -0.09 -0.15
H -0.13 0.05 0.06
H 0.03 0.04 0.05
H 0.01 -0.14 0.03
H -0.05 0.09 0.09
H 0.00 -0.11 0.13
H 0.02 -0.03 -0.05
H 0.01 0.06 0.01
H -0.07 0.04 0.06
H 0.19 -0.02 -0.02
H 0.05 -0.07 -0.19
H 0.04 0.00 0.02
H 0.00 0.07 -0.01
H 0.08 -0.08 0.12
H -0.08 0.10 -0.06
H -0.08 0.08 -0.09
H -0.11 -0.06 -0.04
H 0.08 0.04 0.02
H -0.07 -0.06 -0.04
H 0.04 0.05 0.14
H 0.14 0.02 -0.07
H -0.57 0.01 0.07
H -0.07 0.02 -0.12
H -0.01 -0.03 -0.05
H -0.01 -0.12 -0.03
H -0.02 -0.19 0.08
H -0.08 -0.13 -0.03
H 0.02 0.09 0.08
H 0.02 -0.10 0.05
H 0.03 0.01 0.01
H 0.01 -0.05 0.01
H 0.01 0.07 0.01
H 0.04 0.03 -0.02
H -0.07 0.04 -0.10
H -0.03 0.13 -0.06
H 0.02 0.07 -0.11

***

Number 1: E_tot -80425.21517 eV. Number 2: E_tot -130510.35139 eV. Number 3: E_tot -146267.83132 eV.